This record from the OMol25 dataset describes a 3-piece molecular cluster, C20H45N2 overall. The level of theory is ωB97M-V with the def2-TZVPD basis set.

Geometry as ORCA input:
```
! wB97M-V def2-TZVPD RIJCOSX def2/J DEFGRID3
* xyz 1 1
C 1.331 -0.652 -0.381
C 1.802 0.323 0.489
C 2.432 1.706 0.040
C 2.106 2.199 -1.462
N 0.698 2.791 -1.524
C 0.438 3.359 -0.167
N -0.883 3.295 0.472
C -1.961 2.717 -0.366
C -1.852 1.099 -0.288
C 1.621 2.889 0.816
H 0.792 -1.533 0.085
H 1.500 -0.673 -1.497
H 1.733 0.129 1.603
H 3.524 1.764 0.357
H 2.915 2.842 -1.933
H 2.085 1.270 -2.119
H 0.170 1.986 -1.881
H 0.744 3.617 -2.131
H 0.634 4.484 -0.218
H -0.835 2.824 1.377
H -1.879 3.034 -1.448
H -3.004 2.965 -0.009
H -2.825 0.652 0.106
H -1.036 0.762 0.413
H -1.702 0.686 -1.338
H 2.363 3.745 0.757
H 1.323 2.696 1.886
C 3.472 -2.744 2.624
C 4.607 -2.308 3.541
C 5.173 -0.934 3.183
C 5.809 -0.836 1.792
C 6.950 -1.820 1.530
C 8.142 -1.615 2.457
H 3.805 -2.842 1.588
H 3.083 -3.715 2.938
H 2.650 -2.023 2.655
H 5.396 -3.065 3.535
H 4.230 -2.270 4.569
H 5.908 -0.647 3.942
H 4.370 -0.190 3.248
H 6.181 0.186 1.652
H 5.037 -0.981 1.027
H 7.287 -1.694 0.496
H 6.593 -2.851 1.612
H 8.545 -0.605 2.353
H 8.936 -2.324 2.213
H 7.871 -1.771 3.504
C -5.843 1.596 -1.952
C -5.807 0.334 -1.101
C -5.174 -0.858 -1.820
C -5.913 -1.324 -3.079
C -7.375 -1.717 -2.862
C -7.544 -2.900 -1.918
H -6.449 1.460 -2.850
H -6.277 2.423 -1.385
H -4.834 1.887 -2.259
H -6.818 0.088 -0.764
H -5.226 0.541 -0.194
H -5.091 -1.692 -1.115
H -4.145 -0.599 -2.100
H -5.373 -2.179 -3.501
H -5.869 -0.538 -3.839
H -7.810 -1.979 -3.832
H -7.950 -0.863 -2.490
H -7.018 -3.779 -2.300
H -8.601 -3.155 -1.819
H -7.163 -2.678 -0.919
*
```

Values from the calculation:
* energy above the lowest of the compared OMol25 structures with the same formula, charge and spin: 263.5 kJ/mol
* HOMO energy: -0.4641 hartree


This record from the OMol25 dataset describes C20H46AgN7O13S as an isolated structure. The level of theory is ωB97M-V with the def2-TZVPD basis set.

Geometry as ORCA input:
```
! wB97M-V def2-TZVPD RIJCOSX def2/J DEFGRID3
* xyz 0 1
Ag 0.039 0.221 0.772
N -0.752 -2.234 2.970
O -1.149 -2.178 4.150
O -1.214 -1.384 2.180
O -0.025 -3.135 2.612
C -1.873 -1.001 -3.262
C -3.201 -0.666 -3.976
O -2.941 -0.166 -5.280
S -1.277 -0.161 -5.589
O -0.712 1.053 -6.200
O -0.975 -1.471 -6.184
O -0.969 -0.259 -3.864
H -1.722 -2.075 -3.153
H -1.867 -0.660 -2.227
H -3.802 -0.032 -3.324
H -3.807 -1.562 -4.112
C -3.120 -3.026 -0.526
C -2.530 -4.095 -1.421
O -3.238 -4.721 -2.208
N -1.230 -4.359 -1.299
C -0.556 -5.439 -1.847
H -3.604 -3.555 0.294
H -3.877 -2.423 -1.028
H -2.365 -2.425 -0.019
H -0.649 -3.766 -0.722
H -0.995 -6.393 -1.557
H 0.504 -5.593 -1.642
H -0.550 -5.356 -2.934
C 2.947 -1.462 3.313
C 3.054 -0.065 2.897
O 2.460 0.338 1.843
N 3.716 0.781 3.702
C 3.898 2.231 3.503
H 3.829 -1.932 3.748
H 2.352 -1.931 2.530
H 2.374 -1.629 4.225
H 4.032 0.440 4.599
H 4.175 2.455 2.473
H 4.624 2.829 4.053
H 3.007 2.805 3.756
C -4.425 0.310 0.639
C -3.454 1.186 -0.002
O -2.295 0.985 0.273
N -3.888 2.217 -0.716
C -3.055 2.999 -1.501
H -3.928 -0.627 0.891
H -5.355 0.120 0.102
H -4.838 0.748 1.547
H -4.870 2.426 -0.829
H -2.005 2.709 -1.467
H -3.103 4.086 -1.448
H -3.473 2.785 -2.484
C 3.663 2.215 -2.597
C 2.342 2.467 -1.815
O 1.230 2.311 -2.256
N 2.436 2.980 -0.612
C 1.322 3.295 0.313
H 4.433 2.844 -2.151
H 3.645 2.483 -3.653
H 4.042 1.194 -2.641
H 3.376 3.078 -0.256
H 1.534 3.292 1.382
H 0.493 2.618 0.110
H 0.841 4.239 0.055
C 0.051 1.065 4.736
C -0.466 2.120 3.794
O -0.808 1.800 2.629
N -0.418 3.376 4.237
C -0.572 4.607 3.522
H 0.692 1.480 5.514
H 0.457 0.220 4.181
H -0.865 0.712 5.211
H -0.065 3.439 5.181
H 0.319 4.767 2.915
H -0.605 5.447 4.216
H -1.447 4.547 2.875
C 1.980 -0.946 -3.357
C 1.894 -1.483 -1.864
O 1.409 -0.856 -0.957
N 2.501 -2.672 -1.580
C 2.537 -3.202 -0.209
H 1.260 -0.152 -3.557
H 1.926 -1.610 -4.220
H 2.802 -0.240 -3.475
H 2.978 -3.055 -2.383
H 1.753 -2.960 0.508
H 3.534 -3.076 0.214
H 2.476 -4.289 -0.263
*
```

Values from the calculation:
* HOMO energy: -0.2892 hartree


This record from the OMol25 dataset describes C20H46Be2Cl2FKN2NaO11Si3 as an isolated structure. The level of theory is ωB97M-V with the def2-TZVPD basis set.

Geometry as ORCA input:
```
! wB97M-V def2-TZVPD RIJCOSX def2/J DEFGRID3
* xyz 1 1
C -4.031 2.109 1.477
C -2.527 2.614 1.213
C -1.428 1.457 1.509
N -1.232 0.677 0.266
Si -0.654 -1.006 0.623
C -2.112 -1.861 1.499
C -3.488 -1.602 0.697
O -3.507 -2.514 -0.438
C -4.821 -2.511 -1.077
C -5.218 -1.099 -1.701
C 0.934 -0.797 1.687
C 2.222 -0.608 0.690
O 1.966 0.579 -0.105
Si 2.730 0.523 -1.669
C 1.537 -0.059 -3.089
C 3.156 2.375 -2.123
C 4.411 -0.403 -1.676
O -0.194 -1.677 -0.900
Si -0.072 -3.392 -0.922
C 0.338 -4.227 0.746
C 1.429 -3.792 -2.092
C 0.775 -4.327 -3.575
C 1.815 -4.127 -4.892
O 0.487 -3.252 -4.564
H -4.079 1.153 2.103
H -4.595 2.003 0.489
H -4.585 2.928 2.063
H -2.363 2.942 0.126
H -2.366 3.529 1.886
H -0.471 1.998 1.864
H -1.816 0.845 2.387
H -0.584 1.153 -0.426
H -2.250 -1.332 2.513
H -1.976 -2.965 1.732
H -4.391 -1.793 1.363
H -3.523 -0.512 0.378
H -5.601 -2.935 -0.353
H -4.760 -3.254 -1.951
H -6.068 -1.155 -2.472
H -5.503 -0.401 -0.844
H -4.275 -0.669 -2.181
H 1.104 -1.633 2.448
H 0.916 0.174 2.306
H 2.451 -1.545 0.087
H 3.124 -0.351 1.362
H 0.436 0.071 -2.800
H 1.737 -1.131 -3.425
H 1.674 0.589 -4.044
H 2.172 2.945 -1.978
H 3.421 2.468 -3.230
H 3.976 2.743 -1.427
H 5.118 0.197 -2.374
H 4.336 -1.494 -1.995
H 4.845 -0.296 -0.619
H -1.254 -3.996 -1.571
H 0.979 -5.152 0.494
H 0.960 -3.610 1.466
H -0.600 -4.665 1.254
H 2.022 -2.862 -2.362
H 2.049 -4.657 -1.699
H 0.101 -5.308 -3.551
H 2.133 -3.176 -5.411
H 2.666 -4.007 -4.091
Be 3.224 1.324 -5.151
Cl 7.100 0.170 -2.068
Cl 0.201 2.455 -1.138
N -4.904 -1.741 4.444
O -5.917 -1.793 5.146
O -4.742 -0.792 3.653
O -4.045 -2.632 4.521
Na -3.124 -4.688 0.135
C 2.537 4.724 1.777
C 1.600 4.848 2.960
C 1.472 6.248 3.483
O 1.130 6.036 4.843
C 1.669 4.828 5.194
O 1.747 4.424 6.310
O 2.109 4.150 4.091
H 3.551 5.038 2.044
H 2.610 3.682 1.458
H 2.190 5.326 0.932
H 0.622 4.421 2.711
H 0.693 6.814 2.971
H 2.410 6.816 3.447
Be 9.561 -0.889 -2.401
O -7.757 -2.058 -3.593
H -7.685 -1.603 -4.436
F 11.737 -1.610 -2.676
K 4.361 6.637 2.135
*
```

Values from the calculation:
* HOMO energy: -0.3431 hartree


This record from the OMol25 dataset describes C20H46Cl2DyO2P2 as an isolated structure. The level of theory is ωB97M-V with the def2-TZVPD basis set.

Geometry as ORCA input:
```
! wB97M-V def2-TZVPD RIJCOSX def2/J DEFGRID3
* xyz -1 6
Dy 0.019 -0.203 -0.217
Cl -0.039 0.426 -2.586
P -2.322 -0.536 -0.444
C -2.805 -1.418 -2.045
C -3.269 -1.468 0.865
C -3.111 1.150 -0.670
C -1.816 -2.485 -2.495
H -2.754 -0.609 -2.774
C -4.217 -1.997 -2.053
H -4.259 -2.955 -1.541
H -4.519 -2.175 -3.086
H -4.964 -1.349 -1.607
H -0.958 -2.047 -2.990
H -2.309 -3.150 -3.206
H -1.462 -3.095 -1.668
H -2.605 1.464 -1.585
C -2.743 2.151 0.420
C -4.611 1.165 -0.920
H -4.870 0.826 -1.919
H -4.983 2.185 -0.821
H -5.152 0.555 -0.198
H -1.876 1.837 0.994
H -3.564 2.320 1.110
H -2.504 3.110 -0.040
C -2.655 -2.848 1.076
H -4.265 -1.603 0.444
C -3.427 -0.717 2.181
H -2.827 -3.513 0.234
H -3.102 -3.312 1.956
H -1.585 -2.779 1.237
H -2.498 -0.264 2.508
H -3.743 -1.418 2.955
H -4.186 0.055 2.118
Cl 0.077 -0.804 2.023
H 0.240 -1.625 -0.980
P 2.350 0.229 -0.357
C 2.764 1.849 -1.238
C 3.387 0.299 1.193
C 3.090 -1.049 -1.514
C 1.766 2.972 -0.988
H 2.670 1.567 -2.287
C 4.180 2.365 -0.995
H 4.260 2.881 -0.041
H 4.429 3.090 -1.770
H 4.943 1.594 -1.019
H 0.849 2.819 -1.544
H 2.203 3.916 -1.318
H 1.517 3.077 0.065
H 2.536 -0.809 -2.424
C 2.749 -2.488 -1.140
C 4.576 -0.917 -1.808
H 4.803 -0.067 -2.443
H 4.919 -1.809 -2.333
H 5.169 -0.836 -0.897
H 1.996 -2.545 -0.358
H 3.624 -3.038 -0.808
H 2.356 -3.002 -2.016
C 2.831 1.351 2.147
H 4.368 0.635 0.856
C 3.575 -1.044 1.885
H 3.152 2.357 1.892
H 3.181 1.143 3.159
H 1.746 1.337 2.156
H 2.631 -1.534 2.093
H 4.082 -0.885 2.838
H 4.194 -1.717 1.300
C -0.185 1.515 3.847
O -0.078 2.398 2.788
C 0.014 2.264 1.417
O -0.319 3.314 0.865
H -0.274 2.104 4.783
H 0.715 0.883 3.975
H -1.102 0.907 3.764
*
```

Values from the calculation:
* ⟨S²⟩: 9.3185
* HOMO energy (spin up / spin down): -0.1219 / -0.1246 hartree


This record from the OMol25 dataset describes C20H46Cl2OP2Tl as an isolated structure. The level of theory is ωB97M-V with the def2-TZVPD basis set.

Geometry as ORCA input:
```
! wB97M-V def2-TZVPD RIJCOSX def2/J DEFGRID3
* xyz -1 1
Tl -0.107 0.217 0.059
Cl 0.836 1.930 -1.420
P 1.640 0.817 1.552
C 1.914 2.682 1.680
C 1.584 0.265 3.334
C 3.253 0.232 0.795
C 0.639 3.510 1.597
H 2.488 2.890 0.776
C 2.731 3.126 2.891
H 2.118 3.179 3.788
H 3.115 4.130 2.708
H 3.583 2.491 3.108
H 0.306 3.624 0.572
H 0.834 4.506 1.998
H -0.173 3.077 2.176
H 3.233 0.805 -0.135
C 3.256 -1.246 0.419
C 4.523 0.591 1.551
H 4.776 1.643 1.466
H 5.360 0.025 1.141
H 4.454 0.337 2.609
H 2.254 -1.664 0.383
H 3.848 -1.839 1.110
H 3.699 -1.363 -0.570
C 0.284 0.724 3.984
H 2.406 0.795 3.814
C 1.818 -1.226 3.539
H 0.250 1.799 4.136
H 0.182 0.253 4.963
H -0.575 0.443 3.384
H 1.246 -1.829 2.842
H 1.506 -1.500 4.547
H 2.867 -1.488 3.444
Cl -1.004 -1.399 1.460
H -0.889 1.570 0.519
P -1.707 -0.117 -1.664
C -0.943 -0.229 -3.389
C -2.859 -1.584 -1.603
C -2.734 1.447 -1.787
C 0.417 -0.913 -3.431
H -0.779 0.821 -3.633
C -1.852 -0.842 -4.452
H -1.853 -1.928 -4.399
H -1.473 -0.572 -5.438
H -2.882 -0.506 -4.401
H 1.198 -0.267 -3.046
H 0.662 -1.154 -4.466
H 0.431 -1.842 -2.866
H -1.947 2.159 -2.042
C -3.339 1.892 -0.460
C -3.786 1.481 -2.886
H -3.353 1.569 -3.877
H -4.430 2.349 -2.740
H -4.429 0.601 -2.867
H -2.948 1.329 0.383
H -4.421 1.800 -0.457
H -3.103 2.943 -0.294
C -2.057 -2.878 -1.531
H -3.384 -1.565 -2.559
C -3.910 -1.513 -0.503
H -1.702 -3.203 -2.505
H -2.687 -3.673 -1.131
H -1.196 -2.769 -0.879
H -3.471 -1.346 0.474
H -4.451 -2.460 -0.466
H -4.641 -0.733 -0.692
C 0.697 -3.605 0.215
C 0.830 -2.394 -0.752
O 1.758 -2.577 -1.543
H -0.317 -3.989 0.441
H 1.143 -3.364 1.198
H 1.266 -4.475 -0.177
*
```

Values from the calculation:
* energy above the lowest of the compared OMol25 structures with the same formula, charge and spin: 141.2 kJ/mol
* HOMO energy (spin up / spin down): -0.0860 / -0.0860 hartree


This record from the OMol25 dataset describes a 3-piece molecular cluster, C20H46N5O2S2 overall. The level of theory is ωB97M-V with the def2-TZVPD basis set.

Geometry as ORCA input:
```
! wB97M-V def2-TZVPD RIJCOSX def2/J DEFGRID3
* xyz 1 1
N 4.784 -3.708 4.103
C 5.516 -4.025 2.868
C 4.789 -3.540 1.586
C 3.256 -3.566 1.686
C 2.625 -2.345 1.021
N 1.270 -1.994 1.487
C 0.862 -0.692 1.702
C -0.446 -0.708 2.130
S -1.558 0.593 2.452
N -0.794 -2.049 2.183
C 0.229 -2.802 1.771
C 0.194 -4.298 1.616
S -1.414 -4.866 1.014
O -1.439 -4.716 -0.413
O -2.423 -4.328 1.894
H 5.339 -3.110 4.700
H 4.601 -4.542 4.646
H 5.697 -5.103 2.796
H 6.503 -3.555 2.887
H 5.103 -4.181 0.755
H 5.139 -2.532 1.331
H 2.897 -4.480 1.210
H 2.977 -3.589 2.743
H 2.593 -2.427 -0.069
H 3.226 -1.465 1.269
H 1.520 0.147 1.519
H -1.214 0.802 3.730
H -1.715 -2.417 2.396
H 0.920 -4.609 0.866
H 0.389 -4.802 2.567
H -1.283 -6.176 1.319
C -2.880 -0.793 -3.513
C -1.442 -0.880 -3.027
N -1.128 0.116 -2.016
C 0.290 0.272 -1.757
C 1.044 -0.916 -1.141
C -1.990 0.132 -0.849
C -2.097 -1.153 -0.014
H -3.113 0.219 -3.845
H -3.027 -1.472 -4.352
H -3.596 -1.074 -2.739
H -0.771 -0.694 -3.869
H -1.241 -1.911 -2.694
H 0.413 1.149 -1.112
H 0.769 0.528 -2.706
H 0.776 -1.058 -0.092
H 2.121 -0.740 -1.197
H 0.835 -1.847 -1.669
H -2.995 0.412 -1.173
H -1.650 0.957 -0.214
H -2.245 -2.035 -0.637
H -2.954 -1.086 0.661
H -1.206 -1.329 0.592
C -0.646 4.744 1.233
C -1.077 4.174 -0.109
N -2.153 4.906 -0.741
C -2.794 4.118 -1.777
C -1.931 3.615 -2.935
C -1.882 6.303 -1.039
C -0.674 6.617 -1.929
H -1.507 4.848 1.895
H 0.069 4.065 1.703
H -0.163 5.718 1.153
H -1.453 3.157 0.056
H -0.189 4.066 -0.755
H -3.661 4.668 -2.152
H -3.196 3.234 -1.268
H -1.703 4.376 -3.681
H -2.462 2.809 -3.445
H -0.996 3.191 -2.566
H -1.767 6.835 -0.091
H -2.787 6.712 -1.494
H 0.214 6.068 -1.613
H -0.439 7.680 -1.868
H -0.860 6.380 -2.976
*
```

Values from the calculation:
* HOMO energy: -0.3569 hartree


Calculated max |F| (eV/A), listed in the same order as above: 4.636, 6.446, 5.527, 6.620, 4.399, 2.456